Computed, not measured: a cluster of 2 separate species, C6H11BrO3 in total, with ωB97M-V/def2-TZVPD.

The geometry in XYZ format:
```
21
C6H11BrO3, DFT ωB97M-V/def2-TZVPD
C -0.406 0.472 0.911
C -1.712 -0.083 0.306
C 0.276 1.711 0.032
C -1.799 -0.365 -1.212
C 1.475 1.152 -0.698
C -0.582 -1.133 -1.758
O -0.465 -2.171 -2.399
O 3.708 -1.671 0.517
O 0.550 -0.542 -1.452
Br 2.172 2.048 -2.115
H -0.623 0.847 1.902
H 0.422 -0.305 0.900
H -1.896 -0.950 0.722
H -2.497 0.750 0.413
H -0.476 2.070 -0.683
H 0.523 2.525 0.794
H -2.784 -1.039 -1.325
H -1.672 0.559 -1.862
H 2.139 0.468 -0.038
H 3.199 -1.872 -0.271
H 4.558 -2.122 0.495
```

Summary:
E_tot: -82581.8932 eV
ΔE to the lowest compared entry with this formula, charge and spin: 4.227 eV
HOMO energy: -9.032 eV
orbital gap: 8.126 eV